[1]
Density functional theory data (ωB97M-V/def2-TZVPD) for 2 unconnected molecules or ions with the total composition C11H23ClN3O3.

Its HOMO-LUMO gap (alpha / beta) is 0.3232 / 0.3623 Eh. The value obtained for the lowest unoccupied orbital energy (alpha / beta) is 0.594 / 0.499 eV. As for the multiplicity: 2. Its HOMO energy (alpha / beta) is -8.201 / -9.359 eV.

```
41
C11H23ClN3O3 ωB97M-V/def2-TZVPD
N -3.23 -1.90 -2.20
C -3.47 -0.93 -1.19
O -4.50 0.06 -1.50
C -5.54 -0.32 -2.27
O -5.69 0.07 -3.40
N -6.54 -1.13 -1.70
Cl -6.43 -1.68 -0.09
H -3.11 -1.52 -3.12
H -3.88 -2.68 -2.19
H -2.58 -0.32 -1.02
H -3.72 -1.44 -0.25
H -6.85 -1.87 -2.31
C 2.00 1.17 -1.28
C 1.48 1.55 0.11
C 2.59 2.14 0.98
C 3.62 1.10 1.42
C 2.94 -0.08 2.12
C 1.80 -0.71 1.31
N 0.89 0.37 0.83
O 0.01 0.71 1.70
C 2.35 -1.55 0.15
C 0.99 -1.65 2.20
C 0.37 2.58 -0.09
H 2.12 2.08 -1.88
H 2.97 0.69 -1.27
H 1.30 0.52 -1.80
H 2.14 2.59 1.87
H 3.08 2.95 0.42
H 4.20 0.75 0.56
H 4.33 1.56 2.10
H 3.68 -0.86 2.34
H 2.54 0.26 3.08
H 1.54 -1.85 -0.52
H 2.80 -2.46 0.55
H 3.11 -1.05 -0.44
H 0.65 -1.15 3.10
H 1.62 -2.49 2.49
H 0.12 -2.03 1.67
H -0.45 2.16 -0.68
H 0.78 3.43 -0.64
H -0.04 2.93 0.85
```

[2]
Density functional theory data (ωB97M-V/def2-TZVPD) for a molecular structure, C11H23MnN5O6 in a non-equilibrium geometry.

Its HOMO-LUMO gap (alpha / beta) is 0.1411 / 0.2291 Eh. The value obtained for the lowest unoccupied orbital energy (alpha / beta) is -0.735 / -0.732 eV. The value obtained for the energy relative to the best compared isomer or geometry (same formula, charge and spin) is 1.6082 eV. As for the multiplicity: 6. Its HOMO energy (alpha / beta) is -4.575 / -6.967 eV.

```
46
C11H23MnN5O6 ωB97M-V/def2-TZVPD
O -0.82 -0.88 -3.58
H -0.64 -0.94 -4.52
Mn 0.46 0.28 -0.05
N 1.81 -0.86 -0.63
N -0.55 -1.46 0.01
N 1.27 1.85 0.32
N -1.17 1.25 0.52
O 2.95 -0.43 -1.02
O 2.63 1.95 0.11
O -2.35 0.70 0.86
O -1.69 -1.69 0.57
C 0.17 -2.54 -0.41
C 1.50 -2.20 -0.80
C 0.46 2.88 0.65
C -0.94 2.53 0.90
C 2.51 -3.11 -1.40
H 2.26 -3.25 -2.45
H 2.54 -4.11 -0.95
H 3.49 -2.64 -1.34
C -0.40 -3.92 -0.27
H -1.33 -3.98 -0.84
H -0.67 -4.17 0.77
H 0.29 -4.66 -0.69
C 1.09 4.19 0.84
C -1.92 3.37 1.63
H 1.94 4.27 0.13
H 1.47 4.31 1.87
H 0.37 4.99 0.62
H -2.76 2.76 2.00
H -2.33 4.14 0.95
H -1.40 3.87 2.47
H 2.88 1.06 -0.36
H -2.15 -0.35 0.78
C -2.55 -0.87 -3.41
H -3.17 -1.81 -3.61
H -2.41 0.11 -3.77
H -2.83 -0.64 -2.34
O 0.17 0.79 -1.98
H -0.07 -0.23 -3.16
H -0.40 1.55 -2.18
C 0.30 -0.38 4.44
C 0.49 -0.28 3.01
N 0.69 -0.23 1.86
H 1.13 -0.97 4.85
H -0.64 -0.87 4.70
H 0.32 0.61 4.91
```

> multiplicity of number 1 (C11H23ClN3O3)?

2